No. 1
Density functional theory data (ωB97M-V/def2-TZVPD) for an isolated molecule of C5H13NO.

Results
LUMO level = 0.90 eV
Structure (SMILES) = CNCCCCO
Multiplicity = 1
Kohn-Sham gap = 9.51 eV

Geometry as XYZ:
```
20
Properties=species:S:1:pos:R:3:forces:R:3
C 2.010611 0.541824 0.672104 0.521 -3.316 2.160
O 2.824128 -0.790057 0.298641 -2.344 2.473 -0.434
C 1.025455 1.023336 -0.388418 0.644 1.048 -0.776
C 0.184348 0.014108 -1.131764 -1.909 -3.725 -1.977
C -0.461422 -1.098440 -0.110584 0.691 0.213 -0.803
C -2.558640 0.137625 0.325928 0.741 0.015 1.004
N -1.378989 -0.499016 0.861921 1.368 -1.619 -0.641
H 1.351868 0.230487 1.616302 1.699 0.573 -1.734
H 2.858255 1.215480 1.030169 -1.532 -0.587 -0.832
H 2.310309 -1.159745 -0.458492 0.669 0.322 0.829
H 1.564044 1.742449 -1.033182 -0.458 -0.462 -0.158
H 0.239381 1.579400 0.080545 -0.045 0.917 0.898
H -0.812282 0.367784 -1.731210 2.797 -0.004 1.376
H 0.772300 -0.622431 -1.920353 -0.868 1.262 1.243
H -1.031906 -1.917227 -0.652198 0.719 1.125 0.221
H 0.410879 -1.620938 0.387416 -1.182 0.592 -0.132
H -2.365475 1.139931 -0.055007 -0.231 0.248 -0.181
H -2.905417 -0.498203 -0.479095 -0.553 -0.019 -0.015
H -3.212671 0.170778 1.202384 -0.632 0.239 -0.682
H -0.824767 0.042862 1.484886 -0.097 0.704 0.633
```
Positions in Å, forces in eV/Å.

=====

No. 2
Density functional theory data (ωB97M-V/def2-TZVPD) for an isolated molecule of C10H12O3.

Results
LUMO level = 0.73 eV
Structure (SMILES) = CCOc1cccc(O)c1C(C)=O
Multiplicity = 1
Kohn-Sham gap = 9.13 eV

Geometry as XYZ:
```
25
Properties=species:S:1:pos:R:3:forces:R:3
C -2.857933 -0.926479 0.427501 -2.067 -1.662 -3.759
C -1.753189 -0.961920 -0.721479 -4.113 -3.261 0.162
C 0.458736 -1.184172 -0.017470 1.012 -0.538 1.054
C 1.601349 -2.038680 0.152332 -1.989 0.978 -0.489
C 2.845079 -1.495361 0.307707 0.989 -0.445 -0.284
C 3.016992 -0.112571 0.286704 -1.403 0.225 1.290
C 1.851052 0.619892 0.147537 1.392 2.846 -1.731
C 0.530598 0.187131 0.062114 0.360 1.347 0.930
C -0.652468 1.173788 0.415143 1.007 0.230 -1.919
C -0.898887 2.421458 -0.489851 -1.525 -2.654 0.356
H -2.393475 -0.493568 1.182058 1.782 1.041 3.858
H -3.765267 -0.275181 0.313700 0.757 -0.644 -0.725
H -3.200405 -1.981161 0.650538 0.538 1.215 -0.323
H -2.251494 -1.549345 -1.553568 0.811 0.259 0.740
H -1.461400 -0.097106 -1.240358 0.658 1.438 0.023
H 1.321585 -3.076762 0.191405 0.536 -0.358 -0.224
H 3.703512 -2.158154 0.266146 0.003 0.008 0.631
H 3.728257 0.564167 0.793880 0.750 -1.218 -0.899
H 3.103964 2.022433 -0.398981 -0.961 -0.125 0.319
H -1.943236 2.652838 -0.280912 -0.183 -0.023 -0.455
H -0.686228 2.330904 -1.559567 0.262 0.052 0.465
H -0.397455 3.149675 0.033211 1.708 2.076 0.566
O -0.713958 -1.768387 -0.192163 -0.553 -0.536 -0.660
O 2.153075 1.983328 -0.160647 -0.588 -0.569 0.698
O -1.338800 1.013226 1.385031 0.817 0.319 0.375
```
Positions in Å, forces in eV/Å.

=====

Question: The highest LUMO level belongs to which entry?
Answer: C5H13NO

=====

Question: Which of these has the lowest Kohn-Sham gap?
Answer: C10H12O3

=====

Question: multiplicity of number 2 (C10H12O3)?
Answer: 1

=====

Question: Kohn-Sham gap of number 1 (C5H13NO)?
Answer: 9.51 eV